DFT (the ωB97M-V functional and the def2-TZVPD basis) results for C13H21Br2O6PSi2 as an isolated structure at a distorted geometry.

```
45
Properties=species:S:1:pos:R:3:forces:R:3
C 5.606 1.051 0.789 0.021 0.786 -0.544
C 4.428 0.643 -0.180 0.323 -1.124 0.945
C 4.020 -0.891 -0.001 -0.900 1.708 0.609
Br 5.500 -2.105 -0.474 -0.544 0.377 0.168
Si 2.441 -1.214 -1.052 1.345 0.534 1.007
C 2.157 -3.093 -1.231 0.323 0.110 0.183
C 1.853 -3.871 0.087 -1.191 -0.813 -1.738
O 0.998 -4.701 0.065 0.358 0.363 0.482
Br 2.796 -3.634 1.789 0.034 0.285 -0.532
O 1.192 -0.365 -0.263 -0.468 -2.183 -1.420
Si -0.381 -0.922 -0.582 -0.307 1.731 1.247
C -1.416 -0.490 0.984 0.894 -0.391 -0.431
O -1.614 0.965 1.094 -1.553 -1.211 0.251
C -2.968 1.118 1.514 -0.268 0.564 0.085
C -3.977 1.201 0.483 -1.545 0.165 2.390
C -5.370 1.313 0.934 2.251 -0.288 1.330
C -5.631 1.340 2.357 0.731 0.038 -0.090
C -4.596 1.285 3.380 0.904 -0.144 -2.411
C -3.211 1.158 2.941 -2.188 0.254 -1.183
C -1.257 -0.072 -2.044 -0.990 0.587 -0.635
P -0.739 1.677 -2.366 1.399 1.384 -1.100
O 0.658 1.999 -1.996 -1.207 -0.465 0.180
O -1.860 2.741 -1.748 0.948 -1.593 -0.600
O -0.848 1.889 -4.030 -1.552 -0.840 2.420
H 5.238 1.303 1.822 0.259 -0.545 -0.973
H 6.061 2.004 0.400 -0.345 -0.848 0.370
H 6.427 0.297 0.836 -0.759 0.486 -0.013
H 4.671 0.774 -1.261 -0.164 0.354 0.893
H 3.536 1.241 0.155 0.641 -0.476 -0.822
H 3.736 -0.986 1.083 0.628 -0.431 -0.966
H 2.755 -0.660 -2.385 -0.346 -0.078 -0.066
H 1.319 -3.247 -1.966 0.605 -0.256 1.026
H 3.059 -3.563 -1.714 -0.593 0.646 0.641
H -0.502 -2.368 -0.778 0.211 -0.211 -0.070
H -2.407 -1.011 0.931 0.848 0.357 0.133
H -0.826 -0.885 1.854 -0.727 0.447 -0.421
H -3.765 1.185 -0.605 0.134 0.036 1.062
H -6.189 1.350 0.190 0.618 0.030 0.711
H -6.687 1.416 2.690 0.854 -0.046 -0.262
H -4.840 1.340 4.463 0.128 -0.083 -1.041
H -2.373 1.096 3.664 -0.645 0.057 -0.744
H -1.214 -0.651 -3.010 0.263 0.585 0.925
H -2.354 -0.037 -1.777 1.002 -0.161 -0.153
H -1.700 2.875 -0.794 0.041 -0.130 -0.351
H -1.726 1.506 -4.244 0.527 0.432 -0.491
```
Forces are in eV/Å.

LUMO level = 0.24 eV
total charge = 0
E_HOMO = -9.360 eV
E = -191239.3593 eV